ORCA calculation (ωB97M-V/def2-TZVPD) on a 2-piece molecular cluster, C4H4ClN3 overall at a distorted geometry.

Calculated values
**Energy relative to the best compared isomer or geometry (same formula, charge and spin)**: 502.6 kJ/mol
**Net charge**: 0
**Lowest unoccupied orbital energy**: -0.84 eV
**Spin multiplicity**: 1
**E_tot**: -21200.90658 eV
**Structure (SMILES)**: N#C/C=N\Cl.C=C=N

```
12
Properties=species:S:1:pos:R:3:nbo_charge:R:1
C 1.13906 1.80442 -0.55935 0.486
C -1.79323 -1.97582 1.19563 0.190
C 0.37693 0.99332 -1.26607 -0.710
C -0.93473 -1.62391 0.13618 -0.036
N 1.86953 2.55738 -0.02289 -0.640
N -2.59991 -2.42335 1.88120 -0.221
N 0.29870 -1.24791 0.17681 -0.324
Cl 1.14028 -1.27561 1.68775 0.135
H -0.35657 1.41572 -1.78050 0.223
H 0.47943 -0.01746 -1.44657 0.250
H -1.45880 -1.26332 -0.81285 0.248
H 1.83933 3.05654 0.81066 0.399
```

ORCA calculation (ωB97M-V/def2-TZVPD) on a 2-piece molecular cluster, C5H13NO overall at a distorted geometry.

Calculated values
**Energy relative to the best compared isomer or geometry (same formula, charge and spin)**: 507.6 kJ/mol
**Net charge**: 0
**Lowest unoccupied orbital energy**: 0.15 eV
**Spin multiplicity**: 1
**E_tot**: -8928.75042 eV

```
20
Properties=species:S:1:pos:R:3:nbo_charge:R:1
C -0.87239 0.53070 1.10040 -0.124
O -0.63899 1.28508 -0.05899 -0.626
C -1.05202 -1.03592 0.89638 -0.420
C -1.98593 -1.40694 -0.25365 -0.611
H -1.93528 0.79145 1.43797 0.156
H -0.33900 0.74692 2.05391 0.163
H -1.55979 -1.37695 1.81128 0.201
H -0.12547 -1.61496 0.82654 0.179
H -2.21469 -2.48343 -0.24800 0.208
H -1.52016 -1.04632 -1.18144 0.210
H -2.94156 -0.89101 -0.11896 0.206
C 1.82496 -0.51878 -1.41893 -0.429
C 1.09966 0.74833 0.56806 0.085
N 1.75217 0.75829 -0.78319 -0.607
H 2.67890 -1.16524 -1.06824 0.190
H 2.02503 -0.47000 -2.53675 0.213
H 0.92049 -1.07262 -1.24506 0.182
H 1.55047 0.00111 1.24301 0.214
H 1.12018 1.73606 0.99016 0.212
H 1.10191 1.35208 -1.36384 0.399
```

ORCA calculation (ωB97M-V/def2-TZVPD) on C24H26N3Sn as an isolated structure at a distorted geometry.

Calculated values
**Net charge**: +1
**Lowest unoccupied orbital energy (alpha / beta)**: -6.17 / -6.28 eV
**Spin multiplicity**: 1
**E_tot**: -35600.27435 eV

```
54
Properties=species:S:1:pos:R:3:nbo_charge:R:1
C -0.42924 0.74423 -4.31760 0.616
C 0.14468 2.10022 -4.28452 -0.764
C 0.37926 -0.33080 -4.91722 -0.764
C -1.89463 0.61236 -4.35313 -0.767
H 0.35525 -0.25569 -6.02077 0.318
H 0.00517 -1.33112 -4.66020 0.269
H 1.43444 -0.27340 -4.61769 0.269
H 0.10946 2.54831 -5.29555 0.320
H 1.19667 2.09994 -3.97062 0.273
H -0.41388 2.77007 -3.61838 0.264
H -2.26759 0.81171 -5.37524 0.320
H -2.39002 1.33054 -3.68744 0.263
H -2.23219 -0.39747 -4.08653 0.277
C 2.66934 0.18883 0.87204 -0.258
C 2.52587 -0.62784 -0.27458 -0.295
C 2.04188 0.18625 -1.34338 -0.421
H 2.82603 -1.67545 -0.37064 0.232
C 1.84808 1.52294 -0.81705 -0.456
C 2.19176 1.48581 0.57826 -0.329
H 2.15992 2.34353 1.25382 0.237
H 3.15959 -0.10453 1.79875 0.234
H 2.00768 -0.07669 -2.40310 0.208
H 1.66920 2.41813 -1.41899 0.231
C -2.50383 -1.16265 0.32896 -0.322
C -1.63589 -2.23758 0.64137 -0.249
C -0.78921 -2.48788 -0.46424 -0.299
H -1.68283 -2.83723 1.54680 0.236
C -1.16797 -1.60475 -1.52300 -0.425
C -2.26664 -0.79085 -1.03923 -0.454
H -2.90733 -0.15858 -1.66086 0.231
H -3.27804 -0.73759 0.96747 0.237
H -0.04764 -3.28554 -0.54764 0.236
H -0.84076 -1.65286 -2.56478 0.206
Sn -0.28231 0.41282 -0.18493 1.249
N -0.44941 1.58021 11.17082 -0.269
C -0.35120 1.31010 10.03596 0.260
C -0.21625 0.94785 8.64493 -0.180
C -1.14673 1.39250 7.69246 -0.121
C -1.02573 1.01847 6.34800 -0.259
C 0.01270 0.16084 5.96844 0.243
C 0.94800 -0.29110 6.91126 -0.251
C 0.83341 0.11560 8.24662 -0.130
N 0.11861 -0.26795 4.62599 -0.370
C 0.88294 -1.34022 4.15475 -0.076
C 0.74729 -1.35838 2.80338 -0.073
N -0.03323 -0.27766 2.39976 -0.511
C -0.41624 0.34450 3.52147 0.201
H -1.95976 2.02822 8.03084 0.239
H -1.75932 1.36768 5.61896 0.225
H 1.76944 -0.94866 6.61739 0.230
H 1.56485 -0.23560 8.97632 0.242
H 1.45042 -1.97012 4.81223 0.230
H 1.16022 -2.08902 2.12741 0.232
H -1.02161 1.23539 3.61244 0.213
```

ORCA calculation (ωB97M-V/def2-TZVPD) on one molecule with the formula C4H7NO at a distorted geometry.

Calculated values
**Energy relative to the best compared isomer or geometry (same formula, charge and spin)**: 258.9 kJ/mol
**Net charge**: 0
**Lowest unoccupied orbital energy**: 1.01 eV
**Spin multiplicity**: 1
**E_tot**: -7796.96095 eV
**Structure (SMILES)**: [H]/N=C/OCC=C

```
13
Properties=species:S:1:pos:R:3:nbo_charge:R:1
N -1.15427 -1.37411 1.64214 -0.696
C -0.17048 -0.80470 1.09457 0.410
C -0.97322 0.99848 -0.60896 -0.386
C 0.32718 0.94741 -0.90469 -0.225
C 1.06167 -0.36195 -0.83479 -0.119
O 0.24638 -1.26222 -0.10667 -0.503
H -1.04566 -1.29498 2.64643 0.347
H -1.62192 0.12936 -0.66825 0.221
H -1.46243 1.91096 -0.30668 0.205
H 0.44642 0.01114 1.50182 0.139
H 0.89700 1.84159 -1.14072 0.208
H 2.05487 -0.24659 -0.35678 0.183
H 1.21923 -0.83115 -1.80504 0.215
```

ORCA calculation (ωB97M-V/def2-TZVPD) on C5H12O as an isolated structure.

Calculated values
**Energy relative to the best compared isomer or geometry (same formula, charge and spin)**: 316.1 kJ/mol
**Net charge**: 0
**Lowest unoccupied orbital energy**: 0.97 eV
**Spin multiplicity**: 1
**E_tot**: -7424.03499 eV

```
18
Properties=species:S:1:pos:R:3:nbo_charge:R:1
C 1.49493 0.20354 -1.20817 -0.601
C 0.29562 0.55040 -0.31675 -0.223
C 0.59990 1.79454 0.52077 -0.597
C -0.10285 -0.61624 0.57281 -0.583
C -0.88121 -1.68015 0.05337 -0.073
O -2.40138 -1.21838 0.99587 -0.888
H 1.27595 -0.66346 -1.84259 0.202
H 2.36641 -0.04964 -0.59031 0.202
H 1.77470 1.04117 -1.85993 0.203
H -0.55623 0.78773 -0.97495 0.185
H 1.42760 1.59523 1.21384 0.201
H -0.26838 2.09127 1.11867 0.209
H 0.89160 2.64261 -0.10995 0.204
H 0.62402 -0.88847 1.34136 0.219
H -1.43025 -0.50366 1.17333 0.458
H -0.80230 -2.68349 0.46157 0.215
H -1.26909 -1.63762 -0.96567 0.196
H -3.03906 -0.76538 0.41672 0.471
```

ORCA calculation (ωB97M-V/def2-TZVPD) on an isolated ion of composition C3H6N3O2 and charge +1 at a distorted geometry.

Calculated values
**Energy relative to the best compared isomer or geometry (same formula, charge and spin)**: 446.4 kJ/mol
**Net charge**: +1
**Lowest unoccupied orbital energy**: -5.73 eV
**Spin multiplicity**: 1
**E_tot**: -11761.61301 eV
**Structure (SMILES)**: [H]/N=C(\[O-])C[N+](O)=C=[NH2+]

```
14
Properties=species:S:1:pos:R:3:nbo_charge:R:1
C -2.08173 0.06797 -0.04537 0.600
C 0.53064 0.64970 0.06900 0.714
C -1.13881 -1.11844 0.20367 -0.339
N -1.46975 1.21491 0.15332 -0.581
N 0.24257 -0.61388 0.01604 -0.070
N 1.35712 1.59533 -0.03083 -0.776
O -3.23605 -0.10659 -0.36455 -0.499
O 1.21642 -1.53815 0.08537 -0.501
H -1.23971 -1.35644 1.31288 0.265
H -1.44487 -2.09789 -0.40702 0.287
H -1.57682 2.09346 -0.40500 0.433
H 1.13454 2.50380 0.38701 0.469
H 2.37700 1.52126 -0.45468 0.480
H 0.90082 -2.44469 -0.10162 0.518
```

ORCA calculation (ωB97M-V/def2-TZVPD) on C38H65N7O7PZr as an isolated structure.

Calculated values
**Energy relative to the best compared isomer or geometry (same formula, charge and spin)**: 161.3 kJ/mol
**Net charge**: -1
**Lowest unoccupied orbital energy**: 2.49 eV
**Spin multiplicity**: 1
**E_tot**: -75797.65489 eV

```
119
Properties=species:S:1:pos:R:3:mulliken_charge:R:1
Zr 0.22014 0.34760 -0.48896 0.283
N 1.61155 0.04113 1.63460 -0.415
N 2.00375 -1.30386 1.74451 -0.354
C 1.21528 -2.24155 1.03919 0.003
O 1.33873 -3.42338 1.35763 -0.845
O 0.48277 -1.76224 0.11141 -0.110
H 2.42319 0.63097 1.49742 0.281
H 1.07639 0.33776 2.44774 0.397
H 2.22522 -1.62360 2.67600 0.290
C -3.48490 -2.84253 -2.35484 -0.919
O -2.58830 -2.38524 -1.37098 -0.169
C -2.73287 -1.05335 -1.00394 -1.072
O -1.77619 -0.52828 -0.39101 0.359
N -4.04670 -0.71801 -0.55934 0.028
N -4.21039 0.64185 -0.18085 -0.935
H -3.09990 -3.79425 -2.71693 0.248
H -3.53784 -2.13317 -3.18952 0.312
H -4.49072 -3.00553 -1.95148 0.284
H -4.75615 -0.95170 -1.23602 0.350
H -3.59528 1.23039 -0.75557 0.557
H -3.84376 0.71900 0.76069 0.399
C -2.13841 -3.10506 1.81688 -1.551
C -1.73540 -2.93996 3.28563 3.040
C -2.97460 -2.93589 4.19022 -1.997
C -0.75938 -4.04820 3.70128 -1.614
C -1.05486 -1.64226 3.45573 -0.378
N -0.51354 -0.64284 3.62618 -0.695
H -2.59790 -4.08874 1.69528 0.518
H -1.27688 -3.03764 1.15341 0.076
H -2.86194 -2.34804 1.51741 0.325
H -3.49936 -3.88523 4.07118 0.428
H -3.65574 -2.12853 3.91862 0.378
H -2.69792 -2.82100 5.23993 0.443
H -1.26831 -5.00908 3.60104 0.430
H -0.44878 -3.92761 4.74128 0.382
H 0.11987 -4.04447 3.05610 0.235
C 2.15040 -1.97250 -4.29266 -1.992
C 3.23134 -1.79575 -3.21364 2.696
C 2.83282 -2.77254 -2.09514 -1.900
C 4.58388 -2.20862 -3.79989 -2.075
P 3.11506 -0.03754 -2.53107 -1.181
N 1.87737 0.11511 -1.62231 1.044
C 3.01032 1.16630 -3.98484 2.729
C 3.20061 2.59252 -3.44620 -1.958
C 1.56885 1.12616 -4.51683 -2.118
C 3.99771 0.94180 -5.13286 -2.065
C 4.69728 0.35459 -1.55315 2.859
C 4.42771 1.59568 -0.67842 -2.214
C 4.95723 -0.80345 -0.57792 -2.006
C 5.96726 0.59095 -2.37609 -2.132
H 2.07874 -3.03810 -4.52916 0.655
H 2.37501 -1.44562 -5.21825 0.283
H 1.17709 -1.64692 -3.92286 0.204
H 2.77454 -3.77692 -2.52699 0.579
H 1.85742 -2.51733 -1.68378 0.060
H 3.53756 -2.81351 -1.26988 0.290
H 4.47931 -3.20598 -4.23936 0.533
H 5.36150 -2.27413 -3.03946 0.314
H 4.92869 -1.53737 -4.58681 0.256
H 2.56790 2.76626 -2.57473 0.155
H 2.89583 3.29573 -4.22685 0.654
H 4.23585 2.81688 -3.19312 0.263
H 0.84760 1.28812 -3.71303 0.240
H 1.31715 0.19070 -5.01269 0.244
H 1.45679 1.92935 -5.25334 0.563
H 5.03828 0.94308 -4.80340 0.288
H 3.88037 1.75608 -5.85558 0.530
H 3.81133 0.01059 -5.66490 0.287
H 3.39478 1.61965 -0.32927 0.435
H 4.62384 2.52792 -1.20258 0.272
H 5.09406 1.56622 0.18915 0.546
H 4.07116 -1.03686 0.01455 0.315
H 5.75511 -0.50112 0.10759 0.646
H 5.29058 -1.71072 -1.07943 0.238
H 5.89557 1.47859 -3.00437 0.320
H 6.22394 -0.25573 -3.01100 0.263
H 6.80367 0.74942 -1.68697 0.545
C -5.69634 4.95079 5.67047 -1.503
C -4.66322 3.87340 5.47389 1.098
C -4.60482 2.79924 6.35257 -0.850
C -3.67436 1.78558 6.17491 -0.838
C -2.77317 1.85634 5.12877 -0.539
C -2.81600 2.93158 4.24421 -0.647
N -1.90169 2.95454 3.16477 1.039
C -0.84358 3.82182 3.06885 0.544
C -0.70186 4.89288 3.96784 -0.814
C 0.33986 5.78993 3.84686 -0.869
C 1.28953 5.65887 2.83866 -0.923
C 1.18098 4.59178 1.96837 -0.490
C 0.14197 3.66908 2.06319 0.283
C 0.14874 2.53078 1.10912 1.239
O 1.10441 2.38015 0.29561 -0.374
O -0.78451 1.66864 1.11237 -0.431
C -3.77512 3.93861 4.39225 1.065
C -3.87504 5.06097 3.39665 -1.629
H -6.24230 4.79560 6.60053 0.383
H -6.42059 4.96067 4.85238 0.330
H -5.23963 5.94221 5.70335 0.300
H -5.30222 2.75514 7.18146 0.332
H -3.64324 0.94813 6.86085 0.415
H -2.02291 1.09038 4.97691 0.505
H -1.79975 2.11210 2.60688 -0.135
H -1.41601 5.00165 4.77293 0.539
H 0.41481 6.60396 4.55846 0.385
H 2.10119 6.36758 2.74477 0.420
H 1.90877 4.43532 1.18262 0.442
H -3.29418 4.83858 2.50457 0.226
H -3.50359 6.00201 3.81258 0.353
H -4.91255 5.22419 3.10109 0.523
C -1.63536 3.53024 -1.52558 -0.790
O -2.08759 2.20802 -1.64050 -0.243
C -1.06565 1.26550 -2.01994 -0.161
C -1.64235 0.40276 -2.99645 0.035
H -2.39525 4.10238 -0.98619 0.261
H -1.48316 3.98326 -2.51528 0.211
H -0.68359 3.59411 -0.98960 0.232
H -2.29183 0.87145 -3.74262 0.612
H -2.45137 -0.33137 -2.38677 0.221
H -0.94108 -0.30414 -3.44975 -0.415
```

ORCA calculation (ωB97M-V/def2-TZVPD) on one molecule with the formula C4H6N4O at a distorted geometry.

Calculated values
**Energy relative to the best compared isomer or geometry (same formula, charge and spin)**: 292.1 kJ/mol
**Net charge**: 0
**Lowest unoccupied orbital energy**: 0.52 eV
**Spin multiplicity**: 1
**E_tot**: -12249.95149 eV
**Structure (SMILES)**: [H]/N=C1/N=CN(C)C=NO1

```
15
Properties=species:S:1:pos:R:3:nbo_charge:R:1
C 1.24831 1.65378 0.70660 -0.403
C 0.51667 -0.60329 0.99080 0.223
C -1.39858 -1.23408 -0.99956 0.622
C -0.42151 0.83691 -0.73680 0.318
H 1.70480 1.52014 1.65093 0.216
H 2.08401 1.69606 0.01784 0.198
H 0.74243 2.64468 0.70951 0.215
H 1.37180 -0.90053 1.66517 0.227
H -1.56391 -3.11972 -1.41292 0.360
H -0.24966 1.90519 -0.97619 0.170
N 0.30071 0.63695 0.44855 -0.463
N -0.27232 -1.62792 0.91849 -0.159
N -1.42881 -2.17307 -1.81034 -0.640
N -1.05374 0.08179 -1.49347 -0.456
O -1.58019 -1.31691 0.32139 -0.426
```